1.
ORCA calculation (the ωB97M-V functional and the def2-TZVPD basis) on 2 unconnected molecules or ions with the total composition C20H19F3N2O4S2.

Properties
SMILES string: O=C1c2ccccc2S(=O)(=O)N1SC(F)(F)F.C(=C\N1CCOCC1)/c1ccccc1
DFT total energy: -62035.9521 eV
energy above the lowest of the compared OMol25 structures with the same formula, charge and spin: 65.6 kcal/mol
HOMO-LUMO gap: 6.61 eV
LUMO: -0.879 eV
highest occupied orbital energy: -7.49 eV

```
! RIJCOSX wB97M-V def2-TZVPD def2/J DEFGRID3
* xyz 0 1
O 4.60 0.95 -1.86
C 4.42 0.35 -0.82
C 3.53 -0.78 -0.60
C 2.52 -1.00 -1.57
C 1.25 -1.04 -1.02
C 1.01 -1.19 0.36
C 2.05 -1.37 1.28
C 3.28 -0.97 0.77
S 4.51 -0.27 1.81
O 5.55 -1.28 1.86
O 4.10 0.47 2.97
N 4.79 0.84 0.48
S 4.44 2.60 0.70
C 6.38 2.86 1.25
F 6.57 4.13 1.72
F 7.31 2.65 0.25
F 6.72 1.99 2.26
H 2.66 -0.89 -2.66
H 0.44 -0.73 -1.68
H 0.02 -0.96 0.77
H 1.94 -1.62 2.36
C -1.62 0.37 -0.67
C -2.41 0.49 0.46
N -2.68 -0.55 1.30
C -3.76 -0.32 2.28
C -3.95 -1.48 3.25
O -3.80 -2.75 2.60
C -2.49 -2.91 2.04
C -2.27 -1.90 0.93
C -2.04 0.89 -1.95
C -1.78 0.17 -3.17
C -1.96 0.77 -4.43
C -2.51 2.06 -4.52
C -2.99 2.70 -3.36
C -2.85 2.07 -2.11
H -1.02 -0.51 -0.76
H -3.02 1.38 0.56
H -3.53 0.58 2.90
H -4.74 -0.14 1.79
H -3.26 -1.39 4.11
H -4.99 -1.51 3.62
H -1.69 -2.82 2.81
H -2.47 -3.91 1.58
H -2.76 -2.24 0.00
H -1.20 -1.95 0.75
H -1.38 -0.85 -3.14
H -1.59 0.28 -5.33
H -2.62 2.53 -5.50
H -3.42 3.70 -3.44
H -3.28 2.54 -1.22
*
```

=====

2.
ORCA calculation (the ωB97M-V functional and the def2-TZVPD basis) on C20H19F3N4O6S in the gas phase.

Properties
DFT total energy: -58272.2681 eV
HOMO-LUMO gap: 6.26 eV
LUMO: -1.370 eV
highest occupied orbital energy: -7.63 eV

```
! RIJCOSX wB97M-V def2-TZVPD def2/J DEFGRID3
* xyz 0 1
C 1.51 1.72 1.21
N 1.58 0.25 1.07
C 0.49 -0.48 0.91
C -0.85 0.19 0.64
C -1.92 -0.36 1.63
C -1.70 -1.80 2.12
C -0.81 -2.61 1.18
C 0.58 -1.96 1.07
C 2.85 -0.36 1.39
C 3.36 -0.23 2.69
C 4.57 -0.84 3.02
C 5.31 -1.52 2.04
C 4.81 -1.62 0.74
C 3.57 -1.07 0.42
H 2.51 2.07 1.49
H 1.23 2.17 0.25
H 0.79 2.00 1.99
H -0.80 1.27 0.82
H -1.88 0.30 2.50
H -2.93 -0.26 1.22
H -1.25 -1.77 3.12
H -2.67 -2.30 2.23
H -0.69 -3.64 1.56
H -1.27 -2.67 0.20
H 1.13 -2.40 0.22
H 1.17 -2.19 1.97
H 2.77 0.32 3.43
H 4.93 -0.79 4.05
H 6.27 -1.96 2.29
H 5.38 -2.14 -0.04
H 3.14 -1.18 -0.58
O -4.83 0.93 -0.36
S -3.98 0.04 -1.13
O -3.77 -1.34 -0.76
C -4.67 -0.01 -2.87
F -5.86 -0.64 -2.84
F -4.85 1.24 -3.37
F -3.82 -0.68 -3.68
C -2.39 0.80 -1.31
C -1.13 0.04 -0.81
C 0.00 0.60 -1.65
N 1.10 -0.09 -2.04
O 1.46 -1.26 -1.97
O 1.93 0.88 -2.71
N 1.27 2.08 -2.87
C 0.06 1.87 -2.23
C -1.12 2.67 -2.27
N -1.20 3.97 -2.88
O -0.17 4.60 -3.20
O -2.35 4.44 -3.08
C -2.34 2.08 -1.81
H -1.22 -1.02 -1.12
H -3.25 2.67 -1.88
*
```

=====

3.
ORCA calculation (the ωB97M-V functional and the def2-TZVPD basis) on a molecular structure, C20H19MnNO5PS.

Properties
⟨S²⟩: 8.878
DFT total energy: -84221.4462 eV
energy above the lowest of the compared OMol25 structures with the same formula, charge and spin: 0.0 kcal/mol
HOMO-LUMO gap (spin up / spin down): 5.05 / 8.17 eV
LUMO (spin up / spin down): 2.312 / 2.456 eV
highest occupied orbital energy (spin up / spin down): -2.73 / -5.71 eV

```
! RIJCOSX wB97M-V def2-TZVPD def2/J DEFGRID3
* xyz -1 6
Mn -0.04 0.35 0.04
O -3.18 1.61 -0.16
S -2.03 1.95 0.69
O -2.24 3.08 1.55
O -0.82 2.15 -0.24
O -1.57 0.71 1.45
O -1.99 0.17 -2.16
N -1.27 -0.72 -1.33
C -1.91 -1.86 -1.22
C -1.50 -3.01 -0.49
C -2.42 -4.09 -0.44
C -2.19 -5.22 0.30
C -1.00 -5.33 1.05
C -0.07 -4.32 1.01
C -0.28 -3.16 0.23
P 0.93 -1.86 0.15
C 1.79 -2.08 -1.45
C 2.58 -1.05 -1.94
C 3.25 -1.20 -3.15
C 3.12 -2.38 -3.87
C 2.32 -3.40 -3.39
C 1.65 -3.26 -2.18
C 2.17 -2.27 1.41
C 3.32 -3.01 1.14
C 4.22 -3.30 2.16
C 3.97 -2.86 3.45
C 2.83 -2.11 3.72
C 1.94 -1.81 2.70
H -2.45 0.78 -1.52
H -2.86 -1.91 -1.74
H -3.35 -3.99 -0.99
H -2.92 -6.01 0.32
H -0.81 -6.21 1.64
H 0.84 -4.41 1.57
H 2.67 -0.13 -1.38
H 3.86 -0.39 -3.53
H 3.64 -2.49 -4.82
H 2.21 -4.32 -3.96
H 1.02 -4.05 -1.80
H 3.51 -3.36 0.13
H 5.11 -3.88 1.94
H 4.67 -3.09 4.24
H 2.64 -1.75 4.72
H 1.06 -1.21 2.90
C 1.77 1.08 0.73
H 1.95 1.97 0.12
H 2.68 0.48 0.78
H 1.51 1.42 1.73
*
```

=====

4.
ORCA calculation (the ωB97M-V functional and the def2-TZVPD basis) on C20H19NO4S in the gas phase.

Properties
SMILES string: CCOc1cc(/C=C(\CC(=O)O)c2nc3ccccc3s2)ccc1OC
DFT total energy: -41563.6652 eV
energy above the lowest of the compared OMol25 structures with the same formula, charge and spin: 13.6 kcal/mol
HOMO-LUMO gap: 7.72 eV
LUMO: -0.107 eV
highest occupied orbital energy: -7.83 eV

```
! RIJCOSX wB97M-V def2-TZVPD def2/J DEFGRID3
* xyz 0 1
C 0.19 5.42 -2.88
C -1.06 5.34 -2.01
O -1.21 4.07 -1.38
C -0.28 3.60 -0.50
C -0.23 2.22 -0.42
C 0.62 1.55 0.46
C 0.70 0.11 0.58
C -0.27 -0.81 0.41
C -1.70 -0.51 0.08
C -1.99 -0.56 -1.40
O -3.00 -0.18 -1.92
O -0.99 -1.11 -2.10
C 0.02 -2.22 0.58
N -0.88 -3.14 0.56
C -0.36 -4.38 0.73
C -1.09 -5.57 0.77
C -0.41 -6.76 0.95
C 0.97 -6.78 1.10
C 1.71 -5.61 1.07
C 1.04 -4.42 0.89
S 1.68 -2.81 0.81
C 1.48 2.33 1.24
C 1.43 3.70 1.19
C 0.54 4.37 0.35
O 0.44 5.73 0.30
C 1.30 6.51 1.10
H 1.08 5.37 -2.26
H 0.20 4.60 -3.59
H 0.19 6.37 -3.42
H -1.07 6.14 -1.27
H -1.96 5.42 -2.63
H -0.86 1.68 -1.10
H 1.67 -0.26 0.89
H -2.34 -1.28 0.54
H -2.01 0.47 0.46
H -1.23 -1.16 -3.04
H -2.16 -5.54 0.65
H -0.96 -7.69 0.97
H 1.48 -7.72 1.24
H 2.79 -5.63 1.19
H 2.17 1.85 1.91
H 2.08 4.27 1.83
H 2.35 6.34 0.85
H 1.05 7.55 0.87
H 1.14 6.32 2.17
*
```

=====

5.
ORCA calculation (the ωB97M-V functional and the def2-TZVPD basis) on a molecular structure, C20H19NO4S5Ti.

Properties
DFT total energy: -108020.8680 eV
energy above the lowest of the compared OMol25 structures with the same formula, charge and spin: 4.7 kcal/mol
HOMO-LUMO gap: 5.65 eV
LUMO: -1.434 eV
highest occupied orbital energy: -7.09 eV

```
! RIJCOSX wB97M-V def2-TZVPD def2/J DEFGRID3
* xyz 0 1
Ti -0.07 -0.18 0.70
C -2.02 -1.57 0.48
C -2.27 -0.60 1.49
C -1.35 -0.81 2.54
C -0.50 -1.89 2.17
C -0.91 -2.36 0.89
C -0.37 -3.53 0.14
C 0.62 -2.45 2.99
C -1.29 -0.06 3.82
C -3.36 0.42 1.49
C -2.87 -1.86 -0.71
H -0.88 -4.44 0.45
H 0.70 -3.65 0.31
H -0.51 -3.39 -0.93
H 0.21 -3.11 3.76
H 1.18 -1.66 3.49
H 1.31 -3.03 2.39
H -1.95 -0.51 4.56
H -1.61 0.98 3.70
H -0.28 -0.05 4.24
H -4.19 0.10 2.12
H -3.74 0.60 0.49
H -3.01 1.38 1.88
H -2.38 -1.64 -1.66
H -3.81 -1.31 -0.67
H -3.12 -2.92 -0.72
S 4.44 -0.55 -5.21
C 3.44 -0.48 -3.91
S 1.76 -0.11 -4.02
C 1.36 -0.36 -2.34
C 2.37 -0.73 -1.54
S 2.17 -1.05 0.17
S 3.92 -0.92 -2.31
S -0.29 -0.25 -1.76
O -0.77 1.68 0.39
C -0.26 2.79 0.63
C 0.88 2.98 1.46
C 1.37 4.29 1.63
C 2.38 4.50 2.52
C 2.93 3.45 3.27
C 2.45 2.18 3.13
C 1.41 1.91 2.21
O 0.93 0.71 2.10
N 2.91 5.87 2.70
O 3.82 6.01 3.49
O 2.40 6.76 2.05
H -0.73 3.66 0.18
H 0.95 5.12 1.07
H 3.73 3.67 3.96
H 2.86 1.36 3.70
*
```

=====

6.
ORCA calculation (the ωB97M-V functional and the def2-TZVPD basis) on a molecular structure, C20H20AuBrN4S2Te.

Properties
DFT total energy: -129722.1367 eV
energy above the lowest of the compared OMol25 structures with the same formula, charge and spin: 53.4 kcal/mol
HOMO-LUMO gap: 5.99 eV
LUMO: -0.750 eV
highest occupied orbital energy: -6.74 eV

```
! RIJCOSX wB97M-V def2-TZVPD def2/J DEFGRID3
* xyz 0 1
Au 1.37 -0.09 -0.23
Br 0.06 -4.85 5.51
C -0.03 -3.31 4.41
C -0.02 -3.45 3.03
C -0.01 -2.32 2.23
C -0.03 -1.04 2.80
C -0.11 -0.94 4.19
C -0.10 -2.06 4.99
N -0.02 0.02 1.92
C 0.02 1.25 2.28
C -0.03 2.31 1.30
C -0.01 3.65 1.73
C -0.02 4.66 0.79
C -0.07 4.31 -0.55
C -0.09 2.97 -0.89
N -0.06 1.99 0.00
H 0.00 -4.44 2.59
H 0.03 -2.41 1.16
H -0.16 0.03 4.66
H -0.14 -1.96 6.07
H 0.14 1.58 3.31
H 0.03 3.86 2.79
H 0.03 5.69 1.10
H -0.08 5.07 -1.32
H -0.13 2.66 -1.93
Te 3.17 0.92 1.33
C 4.97 0.35 0.44
C 5.31 -0.78 -0.22
C 6.68 -0.84 -0.56
C 7.37 0.25 -0.14
S 6.34 1.37 0.66
H 4.60 -1.56 -0.45
H 7.14 -1.67 -1.07
H 8.41 0.47 -0.26
C -2.32 0.02 -3.29
N -2.29 -1.21 -2.57
C -2.54 -2.48 -3.22
C -2.48 -3.48 -2.05
N -2.65 -2.61 -0.90
C -2.50 -1.30 -1.23
S -2.58 -0.06 -0.16
H -1.58 0.00 -4.10
H -2.09 0.82 -2.59
H -3.31 0.21 -3.72
H -1.80 -2.68 -3.99
H -3.54 -2.48 -3.68
H -1.51 -3.99 -2.02
H -3.27 -4.23 -2.09
H -2.54 -2.92 0.04
*
```

=====

7.
ORCA calculation (the ωB97M-V functional and the def2-TZVPD basis) on a molecular structure, C20H20BBeBrClF4KLi3NO9.

Properties
DFT total energy: -152418.6181 eV
HOMO-LUMO gap: 0.99 eV
LUMO: -8.509 eV
highest occupied orbital energy: -9.50 eV

```
! RIJCOSX wB97M-V def2-TZVPD def2/J DEFGRID3
* xyz 2 1
C -4.88 -0.70 3.11
C -4.78 -0.89 1.60
C -4.90 0.41 0.78
C -3.65 1.12 0.45
C -3.01 2.09 1.06
Cl -3.51 2.94 2.50
C -1.76 2.44 0.38
O -0.94 3.22 0.66
O -1.68 1.59 -0.70
C -2.82 0.81 -0.74
O -3.02 0.05 -1.61
O -3.68 -1.69 1.13
C -2.45 -1.55 1.85
C -1.26 -1.77 0.94
C -0.03 -1.35 1.44
C 1.13 -1.48 0.69
C 1.03 -1.99 -0.58
C -0.19 -2.43 -1.08
C -1.34 -2.31 -0.32
H -5.01 -1.61 3.67
H -4.07 -0.12 3.52
H -5.77 -0.11 3.26
H -5.68 -1.45 1.35
H -5.33 0.10 -0.17
H -5.61 1.09 1.24
H -2.42 -2.27 2.66
H -2.31 -0.53 2.19
H 0.02 -0.92 2.43
H 2.05 -1.13 1.12
H 1.90 -2.07 -1.21
H -0.24 -2.84 -2.08
H -2.29 -2.63 -0.72
O -6.33 5.07 3.65
H -5.75 4.50 3.11
Li -4.66 -2.89 -0.21
Li -7.79 6.43 3.49
C 5.95 -3.17 -2.03
C 7.06 -2.68 -2.82
C 6.79 -1.35 -3.53
O 7.64 -0.78 -4.17
C 5.45 -0.79 -3.41
C 4.40 -1.27 -2.67
C 4.68 -2.54 -1.87
O 3.85 -3.01 -1.09
O 3.23 -0.75 -2.56
O 8.12 -3.24 -2.93
H 6.06 -4.10 -1.49
H 5.32 0.12 -4.00
N 2.90 1.93 -3.49
H 3.22 2.67 -2.86
H 1.89 1.92 -3.54
H 3.29 2.08 -4.42
H 3.24 1.02 -3.12
B 5.76 1.17 -0.37
F 5.93 -0.12 -0.93
F 4.89 1.90 -1.24
F 5.03 0.90 0.80
F 6.93 1.81 -0.14
Li 4.14 -0.54 -0.64
K -2.55 1.47 3.93
Br -4.14 5.24 4.04
Be -8.03 5.02 5.71
*
```

=====

8.
ORCA calculation (the ωB97M-V functional and the def2-TZVPD basis) on a molecular structure, C20H20BBr12NO7P2.

Properties
DFT total energy: -896651.7303 eV
HOMO-LUMO gap: 7.41 eV
LUMO: -1.090 eV
highest occupied orbital energy: -8.50 eV

```
! RIJCOSX wB97M-V def2-TZVPD def2/J DEFGRID3
* xyz 0 1
C 0.67 2.55 0.90
C 1.93 2.62 0.02
B 2.53 1.22 -0.42
O 3.86 1.18 -0.81
C 1.67 -0.11 -0.37
C 2.12 -1.18 0.42
C 1.43 -2.36 0.56
C 0.21 -2.50 -0.13
C -0.24 -1.46 -0.94
C 0.47 -0.25 -1.10
P -0.07 1.14 -2.20
O -1.68 1.46 -1.94
O 0.07 0.67 -3.78
C -1.54 -1.77 -1.69
O -1.57 -1.56 -2.87
C -2.61 -2.44 -0.86
C -2.18 -3.49 -0.05
C -3.08 -4.19 0.73
C -4.43 -3.84 0.68
C -4.85 -2.78 -0.11
C -3.96 -2.05 -0.90
P -4.74 -0.69 -1.82
N -6.16 -1.18 -2.26
O -3.94 -0.19 -3.13
O -4.92 0.54 -0.77
C -0.68 -3.78 -0.03
O -0.22 -4.89 0.05
H 0.79 1.94 1.80
H 0.45 3.57 1.26
H -0.23 2.24 0.36
H 2.70 3.15 0.59
H 1.68 3.24 -0.85
H 4.02 1.94 -1.38
H 3.07 -1.06 0.94
H 1.78 -3.17 1.18
H -1.92 2.14 -2.59
H 0.87 0.13 -3.88
H -2.72 -5.00 1.36
H -5.13 -4.41 1.29
H -5.91 -2.53 -0.10
H -6.22 -1.10 -3.27
H -3.73 0.75 -2.98
H -4.25 0.49 -0.07
C 6.49 -0.37 -0.04
Br 6.05 -1.95 -1.06
Br 6.77 -0.78 1.82
Br 7.99 0.57 -0.80
H 5.63 0.29 -0.10
C 0.51 6.13 -2.37
Br -0.35 4.41 -2.21
Br -0.64 7.57 -1.81
Br 2.20 6.18 -1.44
H 0.72 6.29 -3.42
C 3.25 2.96 3.90
Br 3.78 3.30 5.72
Br 3.14 4.58 2.87
Br 4.38 1.64 3.06
H 2.26 2.54 3.93
C -0.96 -3.32 4.26
Br -0.70 -2.79 2.41
Br 0.10 -2.25 5.45
Br -2.83 -3.31 4.75
H -0.62 -4.34 4.35
*
```

=====

9.
ORCA calculation (the ωB97M-V functional and the def2-TZVPD basis) on a molecular structure, C20H20BFeN7O2S.

Properties
⟨S²⟩: 9.017
DFT total energy: -81482.8112 eV
HOMO-LUMO gap (spin up / spin down): 5.79 / 5.98 eV
LUMO (spin up / spin down): -3.540 / -5.253 eV
highest occupied orbital energy (spin up / spin down): -9.33 / -11.24 eV

```
! RIJCOSX wB97M-V def2-TZVPD def2/J DEFGRID3
* xyz 1 6
Fe 0.01 0.10 -1.24
B -3.44 0.42 -0.77
N -2.73 -0.97 -0.93
C -3.40 -2.12 -0.76
C -2.55 -3.19 -1.00
C -1.34 -2.59 -1.34
N -1.47 -1.26 -1.29
N -2.56 1.63 -1.21
C -3.07 2.83 -1.48
C -2.04 3.75 -1.60
C -0.89 3.00 -1.38
N -1.22 1.72 -1.15
H -3.72 0.55 0.40
H -4.41 0.43 -1.47
H -4.44 -2.10 -0.50
H -2.78 -4.23 -0.96
H -0.40 -3.04 -1.62
H -4.14 2.96 -1.56
H -2.11 4.80 -1.83
H 0.14 3.30 -1.42
N 1.78 0.02 2.69
C 0.90 -0.12 3.73
C 1.37 -0.13 5.05
C 0.48 -0.27 6.09
C -0.90 -0.40 5.85
C -1.37 -0.40 4.56
C -0.47 -0.26 3.49
S -1.10 -0.26 1.89
N 0.18 -0.11 0.91
C 1.47 0.05 1.36
C 2.47 0.26 0.38
C 3.85 0.38 0.67
C 4.75 0.60 -0.34
C 4.28 0.69 -1.66
C 2.94 0.54 -1.89
N 2.03 0.33 -0.93
H 2.75 0.15 2.94
H 2.43 -0.03 5.24
H 0.85 -0.28 7.11
H -1.58 -0.51 6.68
H -2.43 -0.50 4.36
H 4.21 0.29 1.69
H 5.80 0.69 -0.12
H 4.96 0.88 -2.48
H 2.55 0.61 -2.90
C 0.78 -1.70 -4.97
O 0.68 -1.56 -3.53
C 0.33 -0.37 -3.10
O 0.14 0.62 -3.74
H 1.17 -2.70 -5.14
H 1.46 -0.95 -5.37
H -0.21 -1.58 -5.42
*
```

=====

Repeat the fifth record exactly.
ORCA calculation (the ωB97M-V functional and the def2-TZVPD basis) on a molecular structure, C20H19NO4S5Ti.

Properties
DFT total energy: -108020.8680 eV
energy above the lowest of the compared OMol25 structures with the same formula, charge and spin: 4.7 kcal/mol
HOMO-LUMO gap: 5.65 eV
LUMO: -1.434 eV
highest occupied orbital energy: -7.09 eV

```
! RIJCOSX wB97M-V def2-TZVPD def2/J DEFGRID3
* xyz 0 1
Ti -0.07 -0.18 0.70
C -2.02 -1.57 0.48
C -2.27 -0.60 1.49
C -1.35 -0.81 2.54
C -0.50 -1.89 2.17
C -0.91 -2.36 0.89
C -0.37 -3.53 0.14
C 0.62 -2.45 2.99
C -1.29 -0.06 3.82
C -3.36 0.42 1.49
C -2.87 -1.86 -0.71
H -0.88 -4.44 0.45
H 0.70 -3.65 0.31
H -0.51 -3.39 -0.93
H 0.21 -3.11 3.76
H 1.18 -1.66 3.49
H 1.31 -3.03 2.39
H -1.95 -0.51 4.56
H -1.61 0.98 3.70
H -0.28 -0.05 4.24
H -4.19 0.10 2.12
H -3.74 0.60 0.49
H -3.01 1.38 1.88
H -2.38 -1.64 -1.66
H -3.81 -1.31 -0.67
H -3.12 -2.92 -0.72
S 4.44 -0.55 -5.21
C 3.44 -0.48 -3.91
S 1.76 -0.11 -4.02
C 1.36 -0.36 -2.34
C 2.37 -0.73 -1.54
S 2.17 -1.05 0.17
S 3.92 -0.92 -2.31
S -0.29 -0.25 -1.76
O -0.77 1.68 0.39
C -0.26 2.79 0.63
C 0.88 2.98 1.46
C 1.37 4.29 1.63
C 2.38 4.50 2.52
C 2.93 3.45 3.27
C 2.45 2.18 3.13
C 1.41 1.91 2.21
O 0.93 0.71 2.10
N 2.91 5.87 2.70
O 3.82 6.01 3.49
O 2.40 6.76 2.05
H -0.73 3.66 0.18
H 0.95 5.12 1.07
H 3.73 3.67 3.96
H 2.86 1.36 3.70
*
```